{"formula": "C5H11Cl6O4P", "method": "ωB97M-V/def2-TZVPD", "elements": ["C", "O", "P", "O", "O", "C", "O", "C", "H", "H", "H", "H", "H", "H", "H", "H", "H", "C", "Cl", "Cl", "Cl", "H", "C", "Cl", "Cl", "Cl", "H"], "coordinates": [[9.928, -3.481, -23.474], [10.684, -4.635, -23.063], [11.392, -5.520, -24.157], [12.229, -4.828, -25.133], [12.130, -6.581, -23.264], [13.357, -6.211, -22.627], [10.190, -6.339, -24.759], [10.268, -6.886, -26.086], [9.932, -3.379, -24.559], [10.362, -2.601, -23.010], [8.905, -3.646, -23.145], [13.331, -5.177, -22.281], [14.189, -6.360, -23.313], [13.475, -6.859, -21.761], [10.057, -7.952, -26.017], [11.256, -6.732, -26.513], [9.497, -6.413, -26.688], [2.864, -7.444, -20.824], [2.976, -8.981, -21.672], [1.945, -7.606, -19.340], [2.157, -6.207, -21.882], [3.869, -7.120, -20.589], [4.925, -5.120, -23.828], [3.720, -5.053, -25.116], [6.162, -3.879, -24.035], [5.647, -6.722, -23.728], [4.412, -4.919, -22.898]], "forces_ev_per_a": [[-0.0715, -0.3889, -0.0960], [-0.0181, 0.3276, 0.1323], [-0.0865, -0.1509, -0.0082], [0.1338, 0.2624, -0.2089], [0.0928, -0.2625, 0.2242], [0.0928, -0.0434, 0.1550], [-0.1567, -0.0916, -0.1540], [-0.0940, -0.1985, 0.2025], [0.0921, 0.1050, 0.0043], [-0.0188, 0.0500, 0.0097], [-0.0110, 0.1567, 0.0912], [0.0007, 0.0073, -0.0857], [-0.0084, 0.0807, -0.0219], [-0.0231, -0.0418, -0.0530], [0.0310, 0.0069, 0.0233], [-0.0219, 0.1040, -0.0995], [0.0760, 0.0768, -0.0968], [0.0327, 0.0555, -0.2718], [0.0124, -0.0543, -0.0139], [-0.0288, 0.0343, 0.1080], [-0.0226, -0.0324, 0.0777], [0.0153, -0.0216, 0.0955], [-0.0900, 0.0368, -0.0310], [0.0802, 0.0340, 0.0051], [-0.0235, 0.0096, -0.0726], [0.0118, -0.0311, 0.0513], [0.0035, -0.0308, 0.0332]], "smiles": "COP(=O)(OC)OC.ClC(Cl)Cl.ClC(Cl)Cl", "homo_energy_ev": -10.7, "max_force_ev_per_a": 0.4, "orbital_gap_ha": 0.4099, "total_charge": 0, "de_lowest_kj_mol": 0.0}